(1)
Density functional theory data (ωB97M-V/def2-TZVPD) for a molecular structure, C30H22B2Cl2F4N12O2Pb.

Output
2S+1: 2
Net charge: +1
HOMO-LUMO gap (spin up / spin down), eV: 7.1 / 6.3
E_LUMO (spin up / spin down), eV: -4.30 / -5.33

Structure (XYZ):
```
75
C30H22B2Cl2F4N12O2Pb | the Open Molecules 2025 dataset | ωB97M-V/def2-TZVPD
Pb 0.193 1.123 -1.040
Cl 2.507 1.356 6.091
C 1.590 0.979 4.690
C 2.026 1.525 3.470
C 1.277 1.400 2.270
N 1.578 1.886 1.106
C 2.559 2.890 0.921
O 3.032 3.530 1.826
C 2.905 3.224 -0.510
C 3.705 4.333 -0.722
C 4.028 4.677 -2.026
C 3.552 3.898 -3.062
C 2.761 2.799 -2.761
N 2.438 2.466 -1.514
C -0.070 0.697 2.389
C -0.249 -0.276 3.542
C 0.500 0.153 4.764
Cl -0.017 -0.542 6.222
N -0.926 0.982 1.505
C -2.305 0.614 1.500
O -2.782 -0.265 2.175
C -3.118 1.428 0.542
C -4.497 1.353 0.606
C -5.230 2.094 -0.311
C -4.554 2.869 -1.233
C -3.161 2.880 -1.220
N -2.450 2.167 -0.353
H 2.942 2.093 3.459
H 4.053 4.906 0.124
H 4.638 5.548 -2.225
H 3.768 4.135 -4.094
H 2.345 2.182 -3.549
H -1.310 -0.373 3.764
H -4.970 0.735 1.355
H -6.311 2.061 -0.302
H -5.083 3.457 -1.969
H -2.601 3.461 -1.939
C 0.276 -1.707 3.129
C 1.661 -1.613 2.529
N 1.636 -1.557 1.259
N 0.305 -1.621 0.819
C -0.466 -2.186 1.897
B 0.046 -2.451 -0.429
N -1.317 -2.100 -1.036
C -2.389 -2.872 -1.335
C -3.265 -2.120 -2.079
C -2.635 -0.871 -2.203
N -1.473 -0.869 -1.573
N 1.212 -2.302 -1.385
C 2.101 -3.176 -1.896
C 3.078 -2.464 -2.549
C 2.707 -1.126 -2.367
N 1.592 -1.033 -1.659
N -0.107 -3.868 0.291
C -0.198 -5.179 0.068
C -0.513 -5.825 1.259
C -0.620 -4.818 2.205
N -0.357 -3.660 1.601
H 0.197 -2.354 4.002
H 2.594 -1.556 3.070
H -1.517 -1.907 1.869
H -2.461 -3.895 -1.006
H -4.216 -2.426 -2.477
H -2.958 0.015 -2.731
H 1.985 -4.239 -1.763
H 3.930 -2.851 -3.080
H 3.200 -0.232 -2.712
H -0.041 -5.581 -0.919
H -0.635 -6.882 1.416
H -0.860 -4.862 3.254
F -0.556 3.096 -2.602
B -0.663 2.371 -3.843
F -0.054 1.093 -3.564
F -2.004 2.164 -4.120
F 0.024 3.016 -4.833
```

Atom charges from the Mulliken analysis, given in e for atoms 1 to 8: 2.4008 -0.1644 0.3477 -0.8905 0.3323 0.3794 0.0599 -0.6282

---

(2)
Density functional theory data (ωB97M-V/def2-TZVPD) for a molecular structure, C30H22Cl2N4O2SZr.

Output
2S+1: 2
Net charge: +1
HOMO-LUMO gap (spin up / spin down), eV: 4.6 / 5.8
E_LUMO (spin up / spin down), eV: -4.32 / -4.29

Structure (XYZ):
```
62
C30H22Cl2N4O2SZr | the Open Molecules 2025 dataset | ωB97M-V/def2-TZVPD
Zr 0.429 -0.071 -0.058
C -1.358 3.988 -1.332
O 0.009 3.824 -1.814
C 0.407 2.632 -1.434
N -0.401 1.940 -0.677
C -1.602 2.779 -0.408
C -2.911 2.031 -0.622
C -3.998 2.603 -1.275
C -5.188 1.896 -1.426
C -5.307 0.610 -0.922
C -4.238 0.045 -0.241
C -3.057 0.755 -0.083
C 1.708 2.133 -1.808
C 2.701 2.844 -2.437
C 3.961 2.257 -2.597
C 4.195 0.980 -2.075
C 3.163 0.311 -1.463
N 1.898 0.845 -1.378
C 3.231 -0.974 -0.811
N 2.229 -1.409 -0.099
C 2.562 -2.771 0.382
C 3.907 -3.042 -0.319
O 4.273 -1.768 -0.937
C 1.436 -3.741 0.071
C 1.662 -5.004 -0.460
C 0.593 -5.852 -0.742
C -0.710 -5.446 -0.491
C -0.940 -4.196 0.069
C 0.126 -3.356 0.356
H -1.998 3.993 -2.204
H -1.420 4.944 -0.823
H -1.553 3.087 0.635
H -3.952 3.614 -1.658
H -6.025 2.361 -1.935
H -6.234 0.061 -1.042
H -4.328 -0.944 0.194
H -2.266 0.317 0.509
H 2.504 3.852 -2.776
H 4.759 2.801 -3.081
H 5.175 0.522 -2.130
H 2.699 -2.727 1.460
H 3.826 -3.767 -1.120
H 4.702 -3.327 0.359
H 2.668 -5.354 -0.658
H 0.786 -6.835 -1.158
H -1.539 -6.109 -0.712
H -1.951 -3.877 0.305
H -0.074 -2.423 0.882
Cl -2.441 -0.708 3.846
C -1.223 0.525 3.834
C -1.182 1.463 4.851
C -0.211 2.458 4.860
C 0.726 2.507 3.843
C 0.638 1.563 2.843
Cl 1.827 1.525 1.524
C -0.320 0.547 2.756
N -0.331 -0.322 1.689
H -1.912 1.409 5.649
H -0.186 3.188 5.660
H 1.505 3.260 3.828
S -0.805 -1.369 -3.327
C -0.641 -1.077 -1.874
```

Atom charges from the Mulliken analysis, given in e for atoms 1 to 8: 0.1861 -0.5660 -0.4669 0.5799 0.6851 0.0534 0.4250 -0.8967

---

(3)
Density functional theory data (ωB97M-V/def2-TZVPD) for a molecular structure, C30H22F6NO2PTi.

Output
Net charge: +2
HOMO-LUMO gap, eV: 7.4
Energy relative to the best compared isomer or geometry (same formula, charge and spin), kJ/mol: 83.4
E_LUMO, eV: -7.12

Structure (XYZ):
```
63
C30H22F6NO2PTi | the Open Molecules 2025 dataset | ωB97M-V/def2-TZVPD
Ti -0.378 0.856 0.214
O 1.053 -0.216 -0.595
C 1.438 0.176 0.503
C 2.430 -0.040 1.498
C 3.806 -0.203 1.352
C 4.573 -0.371 2.494
C 3.974 -0.407 3.747
C 2.592 -0.261 3.894
C 1.821 -0.031 2.778
P -0.017 0.067 2.697
C -0.283 1.867 2.323
C 0.741 2.816 2.199
C 0.429 4.148 1.970
C -0.894 4.549 1.859
C -1.923 3.619 1.973
C -1.626 2.286 2.188
C -0.608 -0.094 4.401
C -0.648 0.977 5.292
C -1.076 0.756 6.591
C -1.462 -0.515 6.997
C -1.426 -1.580 6.107
C -1.005 -1.371 4.803
H 4.261 -0.179 0.370
H 5.644 -0.489 2.407
H 4.589 -0.555 4.625
H 2.134 -0.315 4.874
H 1.776 2.520 2.311
H 1.224 4.877 1.885
H -1.127 5.592 1.691
H -2.953 3.944 1.909
H -2.427 1.574 2.366
H -0.344 1.968 4.977
H -1.108 1.580 7.292
H -1.795 -0.676 8.013
H -1.730 -2.568 6.425
H -0.973 -2.193 4.098
C -0.496 1.443 -2.816
C -0.421 2.666 -1.896
O -0.159 2.353 -0.544
C -1.807 3.370 -1.890
F -1.813 4.522 -1.239
F -2.301 3.553 -3.099
F -2.680 2.533 -1.230
C 0.776 3.560 -2.320
F 1.907 2.877 -2.027
F 0.799 4.703 -1.637
F 0.780 3.828 -3.614
H -1.262 0.745 -2.470
H 0.469 0.942 -2.852
H -0.753 1.761 -3.824
N -2.023 -0.247 0.106
C -3.181 -0.273 0.054
C -4.578 -0.292 0.003
C -5.309 -0.600 1.165
C -6.685 -0.547 1.123
C -7.334 -0.200 -0.059
C -6.611 0.100 -1.209
C -5.234 0.058 -1.190
H -4.791 -0.880 2.073
H -7.260 -0.779 2.008
H -8.415 -0.170 -0.085
H -7.128 0.366 -2.121
H -4.659 0.286 -2.078
```

Atom charges from the Mulliken analysis, given in e for atoms 1 to 8: -0.8029 -0.4921 1.5129 0.1372 -0.7492 -0.7212 -0.6771 -0.5452

---

(4)
Density functional theory data (ωB97M-V/def2-TZVPD) for a molecular structure, C30H22I2N4O2SY.

Output
Net charge: +1
HOMO-LUMO gap, eV: 7.5
Energy relative to the best compared isomer or geometry (same formula, charge and spin), kJ/mol: 16.6
E_LUMO, eV: -2.54

Structure (XYZ):
```
62
C30H22I2N4O2SY | the Open Molecules 2025 dataset | ωB97M-V/def2-TZVPD
Y 0.736 0.551 -0.695
I -3.696 3.557 -0.840
C -1.732 4.181 -0.659
C -1.477 5.551 -0.409
C -0.208 6.029 -0.270
I 0.070 8.049 0.121
C 0.894 5.131 -0.391
C 2.248 5.508 -0.274
C 3.241 4.572 -0.395
C 2.884 3.240 -0.632
N 1.633 2.851 -0.768
C 0.633 3.773 -0.658
C -0.711 3.271 -0.778
O -0.877 1.978 -0.968
H -2.324 6.217 -0.320
H 2.491 6.544 -0.082
H 4.283 4.842 -0.304
H 3.645 2.470 -0.704
O 2.286 0.097 0.661
C 3.520 -0.334 0.469
C 4.558 0.081 1.314
C 5.852 -0.354 1.120
C 6.166 -1.212 0.069
C 5.159 -1.629 -0.776
C 3.832 -1.214 -0.593
C 2.826 -1.719 -1.538
N 1.746 -1.112 -2.041
C 1.190 -1.982 -2.964
C 1.930 -3.114 -3.018
N 2.949 -2.933 -2.115
H 4.307 0.744 2.131
H 6.634 -0.019 1.789
H 7.183 -1.536 -0.094
H 5.418 -2.258 -1.619
H 0.314 -1.729 -3.538
H 1.833 -4.005 -3.610
H 3.669 -3.597 -1.883
N -0.734 -0.995 0.237
S -2.099 -0.727 1.041
C -2.310 -2.142 2.109
C -3.552 -2.724 2.318
C -3.660 -3.771 3.223
C -2.541 -4.222 3.906
C -1.305 -3.628 3.690
C -1.182 -2.580 2.794
C -3.503 -0.857 -0.036
C -3.546 -1.766 -1.084
C -4.671 -1.809 -1.889
C -5.739 -0.953 -1.637
C -5.683 -0.047 -0.590
C -4.553 0.014 0.214
H -0.653 -1.976 -0.023
H -4.426 -2.381 1.782
H -4.623 -4.233 3.387
H -2.631 -5.039 4.610
H -0.435 -3.980 4.227
H -0.222 -2.109 2.624
H -2.709 -2.428 -1.269
H -4.720 -2.507 -2.713
H -6.615 -0.991 -2.270
H -6.510 0.624 -0.405
H -4.484 0.740 1.015
```

Atom charges from the Mulliken analysis, given in e for atoms 1 to 8: 1.5822 0.1316 -0.5759 -0.4262 -0.4981 0.1128 1.1433 -0.4599

---

(5)
Density functional theory data (ωB97M-V/def2-TZVPD) for a molecular structure, C30H22N3OPtS.

Output
2S+1: 3
Net charge: +1
HOMO-LUMO gap (spin up / spin down), eV: 7.0 / 5.9
E_LUMO (spin up / spin down), eV: -2.88 / -3.97

Structure (XYZ):
```
58
C30H22N3OPtS | the Open Molecules 2025 dataset | ωB97M-V/def2-TZVPD
Pt -2.250 0.173 1.159
C -4.660 -2.623 -1.147
C -4.233 -1.471 -0.475
N -3.099 -1.428 0.193
C -2.274 -2.533 0.251
C -2.638 -3.716 -0.415
C -3.863 -3.729 -1.119
C -1.781 -4.840 -0.372
C -0.611 -4.750 0.320
C -0.244 -3.570 1.002
C -1.045 -2.447 1.000
N -0.832 -1.257 1.666
C 0.265 -0.685 2.273
C 1.491 -1.265 2.533
C 2.514 -0.572 3.218
C 2.342 0.705 3.657
C 1.117 1.360 3.390
C 0.879 2.697 3.777
C -0.309 3.303 3.486
C -1.276 2.580 2.777
N -1.081 1.335 2.395
C 0.098 0.684 2.697
H -5.602 -2.611 -1.676
H -4.821 -0.564 -0.488
H -4.156 -4.635 -1.637
H -2.074 -5.751 -0.875
H 0.057 -5.600 0.361
H 0.674 -3.580 1.562
H 1.686 -2.278 2.231
H 3.451 -1.083 3.400
H 3.116 1.226 4.204
H 1.659 3.231 4.307
H -0.516 4.323 3.775
H -2.225 3.024 2.512
O -1.244 0.882 -0.710
S 0.112 0.264 -1.052
C 1.306 1.469 -0.501
C 0.874 2.731 -0.135
C 1.816 3.660 0.290
C 3.159 3.314 0.349
C 3.573 2.037 -0.018
C 2.643 1.102 -0.444
C 0.286 0.481 -2.806
C -0.313 1.569 -3.428
C -0.138 1.727 -4.793
C 0.625 0.810 -5.511
C 1.209 -0.274 -4.873
C 1.034 -0.450 -3.506
H -0.179 2.978 -0.188
H 1.498 4.656 0.571
H 3.890 4.039 0.683
H 4.621 1.769 0.030
H 2.959 0.106 -0.735
H -0.911 2.262 -2.851
H -0.595 2.567 -5.299
H 0.756 0.939 -6.578
H 1.791 -0.989 -5.438
H 1.472 -1.302 -2.998
```

Atom charges from the Mulliken analysis, given in e for atoms 1 to 8: 0.7145 -0.7905 0.0434 -0.1699 0.5564 1.0289 -0.4915 -0.8469

---

(6)
Density functional theory data (ωB97M-V/def2-TZVPD) for a molecular structure, C30H22N6O4Se3TaTe.

Output
Net charge: -1
HOMO-LUMO gap, eV: 3.5
Energy relative to the best compared isomer or geometry (same formula, charge and spin), kJ/mol: 731.7
E_LUMO, eV: 0.26

Structure (XYZ):
```
67
C30H22N6O4Se3TaTe | the Open Molecules 2025 dataset | ωB97M-V/def2-TZVPD
Ta -0.199 -0.770 -0.463
O 3.287 -0.036 0.316
C 2.123 -0.086 0.050
N 1.555 -0.182 -1.262
C 2.301 -1.155 -2.017
C 3.520 -0.901 -2.613
C 4.239 -1.965 -3.140
C 3.745 -3.258 -3.048
C 2.515 -3.505 -2.453
C 1.775 -2.447 -1.958
N 0.523 -2.609 -1.284
C 0.721 -2.772 0.110
O 1.762 -2.572 0.716
C -0.590 -3.167 0.763
C -0.610 -4.132 1.738
C -1.875 -4.627 2.051
C -2.985 -4.124 1.396
C -2.842 -3.092 0.470
N -1.644 -2.644 0.128
C 1.141 0.153 1.388
C 1.790 0.835 2.408
C 1.322 0.674 3.698
C 0.236 -0.158 3.957
C -0.412 -0.752 2.895
N 0.025 -0.573 1.652
H 3.904 0.110 -2.629
H 5.200 -1.785 -3.604
H 4.328 -4.086 -3.429
H 2.125 -4.512 -2.370
H 0.307 -4.465 2.202
H -1.990 -5.398 2.801
H -3.975 -4.493 1.617
H -3.689 -2.631 -0.020
H 2.657 1.431 2.172
H 1.821 1.185 4.512
H -0.120 -0.335 4.962
H -1.322 -1.339 2.991
Se -4.033 0.504 -3.947
Se -5.715 0.712 -5.396
Te -3.050 -1.893 -3.136
Se -1.816 0.006 -2.024
O -3.305 -1.357 2.430
N -3.529 -0.350 1.720
O -2.624 -0.033 0.917
C -3.463 3.713 1.286
C -2.601 3.095 2.180
C -1.509 2.378 1.717
C -1.250 2.282 0.354
C -2.091 2.946 -0.534
C -3.205 3.631 -0.075
N -0.157 1.496 -0.143
C 0.798 2.368 -0.742
C 1.105 2.344 -2.104
C 2.112 3.145 -2.619
C 2.816 4.014 -1.794
C 2.472 4.098 -0.453
C 1.469 3.291 0.063
H -4.335 4.241 1.647
H -2.793 3.147 3.245
H -0.867 1.864 2.419
H -1.886 2.897 -1.596
H -3.885 4.072 -0.792
H 0.540 1.692 -2.759
H 2.344 3.090 -3.676
H 3.613 4.627 -2.196
H 2.989 4.792 0.198
H 1.184 3.371 1.106
```

Atom charges from the Mulliken analysis, given in e for atoms 1 to 8: 0.7482 -0.6069 -0.8904 1.0391 0.6581 -0.6440 -0.5960 -0.6580

---

(7)
Density functional theory data (ωB97M-V/def2-TZVPD) for a molecular structure, C30H23F3N2O5S3.

Output
HOMO-LUMO gap, eV: 3.0
E_LUMO, eV: -3.06

Structure (XYZ):
```
66
C30H23F3N2O5S3 | the Open Molecules 2025 dataset | ωB97M-V/def2-TZVPD
C -4.930 -1.123 3.548
C -4.762 -1.860 2.379
C -3.484 -2.098 1.872
C -2.407 -1.402 2.437
C -1.031 -1.713 1.925
C -0.050 -0.554 1.534
N 1.107 -1.488 0.874
C 1.167 -1.901 -0.369
C 2.249 -2.686 -0.805
C 3.275 -3.010 0.170
C 4.289 -3.883 -0.212
C 4.344 -4.375 -1.508
C 3.399 -3.971 -2.473
C 2.361 -3.133 -2.131
C 3.225 -2.439 1.454
C 2.118 -1.685 1.762
O -0.750 -2.830 1.481
C -2.551 -0.724 3.664
C -3.824 -0.584 4.195
H -5.916 -0.972 3.984
H -5.627 -2.260 1.870
H -3.340 -2.772 1.031
H -0.253 -0.271 2.556
H 0.282 -1.641 -0.996
H 5.035 -4.156 0.534
H 5.119 -5.062 -1.791
H 3.467 -4.304 -3.505
H 1.595 -2.774 -2.826
H 3.978 -2.596 2.235
H 2.082 -1.142 2.769
H -1.639 -0.363 4.127
H -3.895 -0.013 5.115
F 2.580 2.602 2.611
C 1.342 2.693 2.021
F 0.438 3.282 2.842
F 1.426 3.311 0.811
S 1.478 0.444 2.247
N -1.798 2.995 -0.538
S -1.717 1.805 0.369
C -3.117 0.935 -0.352
C -4.334 1.291 0.213
C -5.477 0.925 -0.472
C -5.384 0.267 -1.703
C -4.136 0.038 -2.294
C -2.969 0.349 -1.601
O -0.865 -0.142 0.427
O -2.082 1.420 1.803
S 2.334 0.803 -1.666
C 2.852 2.467 -2.238
C 2.450 2.948 -3.478
C 2.754 4.266 -3.842
C 3.506 5.072 -2.980
C 3.893 4.581 -1.727
C 3.582 3.265 -1.367
O 3.554 0.198 -1.117
O 1.760 0.148 -2.835
H -4.373 1.823 1.161
H -6.433 1.161 -0.017
H -6.292 -0.045 -2.216
H -4.061 -0.390 -3.291
H -1.980 0.158 -2.016
H 1.902 2.298 -4.159
H 2.393 4.650 -4.797
H 3.788 6.085 -3.274
H 4.434 5.213 -1.021
H 3.919 2.868 -0.407
```

Atom charges from the Mulliken analysis, given in e for atoms 1 to 8: -0.5714 -0.5363 -0.4567 0.8073 -0.3484 1.4437 0.5455 -0.4574

---

Max |F|: 0.0118 0.0451 0.0537 0.0069 0.0076 0.1192 0.1939 (hartree/bohr)